Entry 1:
{
  "formula": "C4H8N4O",
  "method": "wB97M-V/def2-TZVPD",
  "symbols": ["H", "N", "C", "N", "C", "C", "N", "N", "C", "O", "H", "H", "H", "H", "H", "H", "H"],
  "positions_angstrom": [[-4.088, 0.687, -0.030], [-3.381, -0.084, 0.544], [-2.088, 0.276, 0.105], [-1.131, -0.252, 0.948], [0.341, -0.355, 0.889], [0.985, -0.804, 1.960], [0.966, 0.247, -0.220], [1.007, 1.674, -0.563], [1.450, -0.677, -1.213], [1.745, -0.288, -2.297], [-1.639, 1.053, -0.878], [-1.686, -0.963, 1.722], [0.502, -1.649, 2.636], [2.104, -0.781, 2.086], [1.723, 2.226, 0.134], [1.598, 1.738, -1.642], [1.176, -1.743, -1.065]],
  "mulliken_charge": [0.23, -0.65, 0.10, -0.23, 0.14, -0.83, 0.36, -0.73, 0.11, -0.53, 0.23, 0.33, 0.22, 0.29, 0.30, 0.34, 0.32],
  "smiles": "[H]/N=C/NC(=C)N(N)C=O",
  "charge": 0,
  "lumo_energy_ev": 0.523,
  "gap_ev": 9.005
}

=====

Entry 2:
{
  "formula": "C2H6NP",
  "method": "wB97M-V/def2-TZVPD",
  "symbols": ["H", "N", "P", "C", "C", "H", "H", "H", "H", "H"],
  "positions_angstrom": [[0.379, 3.379, -0.148], [0.410, 2.301, 0.068], [-0.381, 1.328, -0.839], [0.455, -0.375, -0.391], [-0.550, -1.240, 0.504], [0.851, -0.831, -1.340], [1.360, -0.218, 0.185], [-0.742, -0.857, 1.551], [-1.587, -1.225, -0.146], [-0.195, -2.262, 0.557]],
  "mulliken_charge": [0.26, -0.48, 0.19, -0.55, -0.94, 0.35, 0.33, 0.29, 0.25, 0.30],
  "smiles": "[H]/N=P/CC",
  "charge": 0,
  "lumo_energy_ev": 0.003,
  "gap_ev": 8.767
}

=====

Entry 3:
{
  "formula": "Cl3H2N3",
  "method": "wB97M-V/def2-TZVPD",
  "symbols": ["N", "N", "N", "Cl", "Cl", "Cl", "H", "H"],
  "positions_angstrom": [[0.104, 1.654, -0.379], [0.497, -0.580, -0.500], [-0.501, -1.306, -0.196], [1.872, -0.776, 0.445], [-0.952, -1.584, 1.558], [-1.887, -0.977, -1.145], [-0.213, 1.640, 0.590], [1.081, 1.928, -0.373]],
  "mulliken_charge": [-0.49, -0.13, 0.15, 0.01, -0.05, 0.05, 0.24, 0.22],
  "charge": 0,
  "lumo_energy_ev": [-1.802, -1.803],
  "gap_ev": [6.855, 6.856]
}

=====

Entry 4:
{
  "formula": "H18NaO9",
  "method": "wB97M-V/def2-TZVPD",
  "symbols": ["Na", "O", "H", "H", "O", "H", "H", "O", "H", "H", "O", "H", "H", "O", "H", "H", "O", "H", "H", "O", "H", "H", "O", "H", "H", "O", "H", "H"],
  "positions_angstrom": [[-18.934, 6.642, 3.046], [-21.272, 6.319, 1.888], [-22.190, 6.205, 2.143], [-21.469, 6.751, 1.087], [-19.104, 4.163, 2.344], [-18.669, 3.330, 2.343], [-19.332, 4.432, 1.454], [-18.390, 3.409, 4.781], [-19.255, 3.077, 5.056], [-18.700, 4.118, 4.209], [-17.734, 8.599, 3.792], [-17.036, 8.254, 4.339], [-18.308, 8.982, 4.452], [-20.470, 5.354, 4.490], [-20.582, 4.913, 5.331], [-21.008, 4.844, 3.969], [-20.769, 8.103, 4.361], [-21.036, 7.202, 4.219], [-20.740, 8.471, 3.489], [-17.758, 6.061, 5.105], [-18.391, 6.487, 5.725], [-17.632, 5.203, 5.547], [-16.943, 6.391, 1.852], [-16.333, 7.097, 1.494], [-16.520, 5.695, 2.378], [-18.986, 8.244, 1.038], [-19.765, 8.871, 1.015], [-18.355, 8.815, 0.637]],
  "mulliken_charge": [0.72, -0.46, 0.28, 0.24, -0.54, 0.27, 0.26, -0.69, 0.32, 0.44, -0.59, 0.30, 0.31, -0.53, 0.27, 0.27, -0.60, 0.31, 0.32, -0.60, 0.31, 0.32, -0.56, 0.27, 0.31, -0.50, 0.29, 0.26],
  "charge": 1,
  "lumo_energy_ev": -3.208,
  "gap_ev": 11.472
}

=====

Entry 5:
{
  "formula": "CH2N2O4",
  "method": "wB97M-V/def2-TZVPD",
  "symbols": ["N", "C", "O", "O", "N", "O", "O", "H", "H"],
  "positions_angstrom": [[0.122, -1.372, 0.481], [-0.607, -0.258, 0.489], [-1.301, 0.196, 1.331], [-0.625, 0.314, -0.861], [0.301, 1.340, -0.834], [0.356, 2.057, -1.758], [0.948, 1.308, 0.159], [0.126, -1.951, 1.305], [0.680, -1.635, -0.313]],
  "mulliken_charge": [-0.35, 0.75, -0.49, -0.37, 1.13, -0.58, -0.55, 0.23, 0.22],
  "smiles": "NC(=O)O[N+](=O)[O-]",
  "charge": 0,
  "lumo_energy_ev": 0.387,
  "gap_ev": 11.789
}

=====

Entry 6:
{
  "formula": "C7H14O2",
  "method": "wB97M-V/def2-TZVPD",
  "symbols": ["C", "C", "C", "C", "C", "C", "C", "O", "O", "H", "H", "H", "H", "H", "H", "H", "H", "H", "H", "H", "H", "H", "H"],
  "positions_angstrom": [[-1.350, -0.177, 0.090], [1.097, -0.305, 0.892], [0.065, -0.413, -0.188], [2.529, 0.285, -0.602], [0.275, 0.661, -1.174], [-2.373, -1.214, -0.261], [-1.855, 0.932, 0.963], [1.124, 0.740, 1.783], [2.867, -0.886, -1.282], [1.045, 1.571, 1.294], [2.874, -1.614, -0.651], [1.338, -1.217, 1.444], [0.222, -1.382, -0.666], [2.616, 1.107, -1.309], [3.188, 0.531, 0.237], [0.120, 0.457, -2.227], [0.226, 1.707, -0.889], [-3.261, -0.759, -0.713], [-2.727, -1.740, 0.637], [-1.983, -1.962, -0.953], [-1.118, 1.710, 1.143], [-2.202, 0.542, 1.929], [-2.718, 1.426, 0.503]],
  "mulliken_charge": [0.59, -0.85, 0.86, -0.53, -1.04, -1.33, -1.38, -0.53, -0.50, 0.38, 0.35, 0.44, 0.20, 0.39, 0.31, 0.31, 0.32, 0.34, 0.29, 0.38, 0.25, 0.34, 0.41],
  "charge": 0,
  "lumo_energy_ev": [0.796, 0.783],
  "gap_ev": [7.840, 7.812]
}

=====

The energy above the lowest of the compared OMol25 structures with the same formula, charge and spin results, record by record, are as follows: 630.4 15.6 308.0 30.2 76.3 636.4 kJ/mol.
The energy results, record by record, are as follows: -451.2781 -475.8512 -1545.7764 -850.1105 -449.6596 -425.3628 Ha.